No. 1
This record from OMol25 describes a 9-piece molecular cluster, C38H46FN9O overall at a distorted geometry. The level of theory is ωB97M-V/def2-TZVPD.

Positions of all 95 atoms, in Å:
C  -5.39185  -1.76505  1.37383
C  -5.76356  -1.93592  0.00708
C  -6.43261  -2.44310  -1.43322
C  -7.38682  -1.34857  -2.25194
C  -7.90533  -2.41346  -3.43313
F  -8.56948  -1.73286  -4.56889
C  -6.39682  -3.05907  -3.75640
O  -6.10496  -3.59381  -4.94976
N  -5.47823  -2.90223  -2.52643
H  -5.37864  -1.68045  2.56436
H  -7.06933  -3.42609  -1.20695
H  -6.60245  -0.59433  -2.68421
H  -8.16271  -0.99956  -1.44860
H  -8.57524  -3.13621  -2.77171
H  -4.88614  -2.08440  -2.85174
C  -2.17880  1.87308  3.88966
C  -2.88967  1.98798  5.10814
C  -4.17252  1.54360  4.87844
N  -4.26187  1.16912  3.56296
C  -3.04938  1.36135  2.95349
H  -1.14323  2.13419  3.71427
H  -2.50683  2.35473  6.05175
H  -5.02752  1.46327  5.53638
H  -5.09232  0.80676  3.11277
H  -2.91067  1.11969  1.90823
C  3.38456  2.02484  3.48324
C  3.52085  3.31138  4.05725
C  2.40650  3.53412  4.83478
N  1.60046  2.42906  4.74621
C  2.19136  1.50124  3.92856
H  4.08209  1.53281  2.81789
H  4.34363  4.00085  3.91889
H  2.11828  4.38265  5.44083
H  0.70954  2.31572  5.21209
H  1.71273  0.55107  3.73287
C  5.40215  -2.17537  0.35494
C  5.10698  -3.27877  1.19077
C  4.40569  -2.79748  2.27359
N  4.27156  -1.44177  2.12272
C  4.87133  -1.05423  0.95284
H  5.94245  -2.19643  -0.58259
H  5.37636  -4.31318  1.02076
H  3.99289  -3.30213  3.13688
H  3.80255  -0.82421  2.77256
H  4.87044  -0.01644  0.64757
C  10.27910  -1.45845  -2.83983
C  11.01140  -1.68411  -1.64985
C  10.09907  -1.87720  -0.63678
N  8.84207  -1.77122  -1.17291
C  8.94197  -1.52141  -2.51684
H  10.68341  -1.27150  -3.82619
H  12.08832  -1.70429  -1.54349
H  10.23638  -2.07910  0.41714
H  7.97635  -1.86384  -0.65757
H  8.05542  -1.40855  -3.12636
C  6.06499  2.01201  -6.04677
C  5.23270  1.19565  -5.24421
C  5.87634  -0.01040  -5.07958
N  7.06555  0.04800  -5.75860
C  7.19169  1.27945  -6.34694
H  5.86474  3.02535  -6.36984
H  4.26801  1.45940  -4.83033
H  5.59006  -0.90323  -4.53990
H  7.74417  -0.70023  -5.81571
H  8.06931  1.52783  -6.92859
C  -0.89100  -2.31111  2.93489
C  0.49760  -2.10243  3.11232
C  1.02870  -1.80269  1.87781
N  0.01007  -1.82789  0.96105
C  -1.16522  -2.13165  1.59742
H  -1.61328  -2.56374  3.70028
H  1.05050  -2.16353  4.04078
H  2.04180  -1.57552  1.57384
H  0.10996  -1.64933  -0.02980
H  -2.09329  -2.19549  1.04531
C  -1.19701  6.86388  7.26551
C  -1.58517  5.77150  8.07747
C  -1.18642  4.62061  7.43529
N  -0.57555  4.98013  6.26213
C  -0.57246  6.34635  6.15272
H  -1.35482  7.91470  7.47092
H  -2.09957  5.81926  9.02857
H  -1.28598  3.57934  7.71135
H  -0.18704  4.33776  5.58386
H  -0.12873  6.83196  5.29394
C  -9.17375  -1.59072  -9.53335
C  -8.15733  -2.22080  -8.77630
C  -8.42351  -1.97599  -7.44771
N  -9.56218  -1.21631  -7.37687
C  -10.02980  -0.98107  -8.64357
H  -9.27150  -1.58353  -10.61118
H  -7.32157  -2.79221  -9.15905
H  -7.90078  -2.27543  -6.54913
H  -9.99075  -0.88243  -6.52336
H  -10.92836  -0.40023  -8.80301

The calculation puts the largest force on an atom at 0.1964 Eh/bohr. The gap between HOMO and LUMO comes out at 7.31 eV. As for the SMILES: C#C[C@H]1C[C@@H](F)C(=O)N1.c1cc[nH]c1.c1cc[nH]c1.c1cc[nH]c1.c1cc[nH]c1.c1cc[nH]c1.c1cc[nH]c1.c1cc[nH]c1.c1cc[nH]c1. The value obtained for the LUMO energy is -0.5915 eV. As for the net charge: 0. The calculation puts the HOMO energy at -0.290 hartree.

***

No. 2
This record from OMol25 describes a 3-piece molecular cluster, C3H11NO4 overall at a distorted geometry. The level of theory is ωB97M-V/def2-TZVPD.

Positions of all 19 atoms, in Å:
C  2.02744  -0.09475  0.31558
N  0.62925  -0.15444  -0.10446
C  -0.09620  1.08795  0.01220
C  -1.59703  0.84555  -0.12806
O  -2.00192  0.18802  -1.05477
O  -2.44087  1.46576  0.69838
H  2.37123  -1.14831  0.39524
H  2.07191  0.30227  1.33133
H  2.67550  0.49430  -0.34375
H  0.65715  -0.64625  -0.98665
H  0.22233  1.76702  -0.80491
H  0.20557  1.62664  0.91390
H  -3.38489  1.24609  0.69661
O  -0.17232  -1.35200  -2.66823
H  -0.90827  -1.55083  -2.08756
H  -0.34403  -0.43261  -2.88065
O  0.18949  -1.35530  2.55154
H  0.35241  -1.64247  1.64617
H  -0.45675  -0.64664  2.49809

The calculation puts the largest force on an atom at 0.0393 Eh/bohr. The gap between HOMO and LUMO comes out at 9.59 eV. As for the SMILES: CNCC(=O)O.O.O. The value obtained for the LUMO energy is 0.3936 eV. As for the net charge: 0. The calculation puts the HOMO energy at -0.338 hartree. Its energy relative to the best compared isomer or geometry (same formula, charge and spin) is 1.727 eV.

***

No. 3
This record from OMol25 describes one molecule with the formula C4H2F2O at a distorted geometry. The level of theory is ωB97M-V/def2-TZVPD.

Positions of all 9 atoms, in Å:
O  1.86508  0.33170  -0.16635
C  0.77207  1.10994  -0.16487
F  1.03320  2.07319  0.75810
C  -0.08429  1.32124  -1.16687
C  -1.31547  0.92649  -1.07276
C  -1.98958  0.24714  -0.19995
F  -2.90431  0.88710  0.57314
H  2.65814  0.86073  -0.29003
H  -2.12906  -0.76404  -0.38854

The calculation puts the largest force on an atom at 0.0997 Eh/bohr. The gap between HOMO and LUMO (alpha / beta) comes out at 8.57 / 8.57 eV. As for the SMILES: OC(F)=C=C=CF. The value obtained for the LUMO energy (alpha / beta) is -0.3816 / -0.3820 eV. As for the net charge: 0. The calculation puts the HOMO energy (alpha / beta) at -0.329 / -0.329 hartree. Its energy relative to the best compared isomer or geometry (same formula, charge and spin) is 4.311 eV.

***

No. 4
This record from OMol25 describes a 4-piece molecular cluster, C3H10OS overall at a distorted geometry. The level of theory is ωB97M-V/def2-TZVPD.

Positions of all 15 atoms, in Å:
C  -1.56348  0.14521  -0.60589
C  -0.93963  -0.56317  0.62485
C  -1.28592  0.94573  0.66400
S  1.39423  0.90448  -1.02949
H  -1.06876  0.64030  -1.43941
H  -1.14206  -1.37018  -1.19276
H  -2.62344  -0.08582  -0.80743
H  -1.62489  -1.18793  1.23942
H  0.10833  -0.79399  0.74548
H  -2.16229  1.43814  1.01384
H  -0.38408  1.50299  0.82435
H  2.41481  1.33524  -1.80899
H  2.43956  -0.39297  0.35876
H  3.64273  -1.39927  0.52343
O  2.79488  -1.11876  0.88984

The calculation puts the largest force on an atom at 0.1041 Eh/bohr. The gap between HOMO and LUMO (alpha / beta) comes out at 7.23 / 6.87 eV. The expectation value of S² is 0.75. The value obtained for the LUMO energy (alpha / beta) is -7.2424 / -7.2765 eV. As for the net charge: +1. The calculation puts the HOMO energy (alpha / beta) at -0.532 / -0.520 hartree. The spin multiplicity is 2. Its energy relative to the best compared isomer or geometry (same formula, charge and spin) is 5.299 eV.